# 1
An isolated molecule of C3H6S, computed with ωB97M-V/def2-TZVPD.

```
10
C3H6S ωB97M-V/def2-TZVPD
C -0.503 1.570 -0.423
C 0.402 1.052 0.394
S 1.374 -0.312 -0.185
C 0.144 -1.638 0.015
H -0.679 1.116 -1.364
H -1.010 2.451 -0.216
H 0.421 1.371 1.469
H -0.017 -2.064 -0.935
H 0.599 -2.348 0.692
H -0.731 -1.197 0.553
```

## Properties
- HOMO (eV) = -8.64
- gap between HOMO and LUMO (Eh) = 0.354
- molar mass (g mol⁻¹) = 74.15
- energy relative to the best compared isomer or geometry (same formula, charge and spin) (kcal/mol) = 15.69

=====

# 2
A structure of composition C54H43I4N7Zr, computed with ωB97M-V/def2-TZVPD.

```
109
C54H43I4N7Zr ωB97M-V/def2-TZVPD
Zr 15.056 15.366 12.972
I 12.814 25.117 13.006
C 13.266 23.117 12.875
C 12.369 22.177 13.392
C 12.734 20.835 13.391
C 13.963 20.434 12.848
C 14.821 21.396 12.307
C 14.477 22.738 12.324
C 14.298 18.987 12.924
C 15.459 18.575 13.550
C 16.505 19.420 14.064
C 17.530 18.630 14.453
C 17.110 17.275 14.305
C 17.695 16.122 14.901
C 19.155 15.838 14.887
C 19.660 14.595 15.315
C 20.996 14.244 15.143
C 21.880 15.127 14.528
I 23.851 14.570 14.282
C 21.416 16.346 14.067
C 20.077 16.711 14.264
C 16.808 15.230 15.540
N 15.552 14.924 15.077
C 14.960 14.040 16.006
C 13.812 13.300 15.843
C 13.354 12.427 16.955
C 14.136 11.386 17.455
C 13.675 10.606 18.512
C 12.419 10.880 19.053
I 11.753 9.669 20.586
C 11.615 11.887 18.562
C 12.103 12.675 17.522
C 13.029 13.374 14.664
C 11.982 12.484 14.299
C 11.520 12.865 13.080
C 12.242 14.040 12.726
N 13.209 14.303 13.679
C 11.878 14.911 11.696
C 12.306 16.248 11.696
C 11.752 17.327 10.960
C 12.403 18.460 11.357
C 13.387 18.088 12.295
N 13.368 16.729 12.476
C 10.976 14.387 10.613
C 9.709 14.925 10.415
C 8.905 14.497 9.359
C 9.353 13.493 8.507
I 8.212 12.927 6.882
C 10.601 12.902 8.728
C 11.413 13.362 9.763
C 15.883 13.931 17.112
C 17.016 14.589 16.815
N 15.869 17.256 13.717
H 11.437 22.503 13.852
H 12.056 20.085 13.809
H 15.767 21.115 11.880
H 15.152 23.469 11.919
H 16.425 20.487 14.136
H 18.434 18.979 14.914
H 19.004 13.878 15.763
H 21.357 13.286 15.482
H 22.056 17.031 13.554
H 19.750 17.642 13.820
H 15.105 11.177 17.013
H 14.275 9.802 18.902
H 10.640 12.098 18.992
H 11.476 13.485 17.152
H 11.669 11.676 14.930
H 10.708 12.439 12.520
H 10.936 17.260 10.250
H 12.214 19.470 11.018
H 9.353 15.703 11.074
H 7.929 14.952 9.217
H 10.938 12.119 8.083
H 12.401 12.922 9.914
H 15.679 13.397 18.014
H 17.890 14.704 17.407
N 14.803 15.399 10.346
C 15.702 15.834 9.206
C 16.785 14.824 8.863
C 18.100 14.839 9.665
C 17.954 14.462 11.119
N 17.299 15.511 11.953
H 14.372 14.521 10.081
H 14.007 16.045 10.313
H 16.146 16.809 9.479
H 15.077 15.992 8.332
H 17.068 15.008 7.823
H 16.325 13.825 8.869
H 18.552 15.842 9.612
H 18.818 14.155 9.186
H 18.960 14.299 11.511
H 17.403 13.522 11.163
H 17.247 16.367 11.388
H 17.914 15.757 12.734
C 16.949 8.981 12.300
C 16.530 10.410 12.464
C 15.410 10.917 11.816
C 15.028 12.233 12.013
N 15.694 13.079 12.802
C 16.796 12.616 13.406
C 17.232 11.308 13.246
H 17.414 8.834 11.325
H 16.103 8.309 12.349
H 17.663 8.736 13.075
H 14.784 10.295 11.198
H 14.113 12.594 11.570
H 17.317 13.291 14.083
H 18.152 11.016 13.738
```

## Properties
- HOMO (alpha / beta) (eV) = -11.79 / -11.79
- gap between HOMO and LUMO (alpha / beta) (Eh) = 0.188 / 0.188
- net charge = +2
- molar mass (g mol⁻¹) = 1388.83
- energy relative to the best compared isomer or geometry (same formula, charge and spin) (kcal/mol) = 0.00

=====

# 3
A cluster of 2 separate species, C2H8NO4 in total, computed with ωB97M-V/def2-TZVPD.

```
15
C2H8NO4 ωB97M-V/def2-TZVPD
C 0.779 -1.490 0.836
C 0.492 -0.246 0.023
N -0.241 -2.473 0.476
O 1.210 0.808 0.301
O -0.363 -0.274 -0.902
O -0.008 2.696 -1.143
O -1.031 2.112 -0.429
H 1.817 -1.863 0.482
H 0.782 -1.342 1.963
H -2.003 2.357 -0.643
H -0.263 -2.516 -0.612
H -0.141 -3.447 0.828
H 1.410 1.678 -0.329
H -0.604 0.706 -1.199
H 0.129 3.657 -0.984
```

## Properties
- HOMO (eV) = -13.42
- gap between HOMO and LUMO (Eh) = 0.348
- net charge = +1
- molar mass (g mol⁻¹) = 110.09
- energy relative to the best compared isomer or geometry (same formula, charge and spin) (kcal/mol) = 118.82

=====

# 4
An isolated molecule of C3H4Br2Cl2O, computed with ωB97M-V/def2-TZVPD.

```
12
C3H4Br2Cl2O ωB97M-V/def2-TZVPD
O 1.870 1.236 -0.337
C 1.194 0.265 0.295
Cl 1.861 -1.316 -0.114
C -0.414 0.309 -0.305
Br -1.107 1.999 0.283
C -1.268 -0.853 0.243
Cl -1.315 -0.849 1.944
Br -2.946 -0.692 -0.735
H 2.377 0.904 -1.171
H 0.956 0.462 1.419
H -0.412 0.230 -1.363
H -0.797 -1.694 -0.159
```

## Properties
- HOMO (eV) = -10.03
- gap between HOMO and LUMO (Eh) = 0.387
- molar mass (g mol⁻¹) = 286.78
- energy relative to the best compared isomer or geometry (same formula, charge and spin) (kcal/mol) = 6.21

=====

# 5
A cluster of 2 separate species, C9H22B2BrN3O10PS in total, computed with ωB97M-V/def2-TZVPD.

```
49
C9H22B2BrN3O10PS ωB97M-V/def2-TZVPD
C 3.455 -1.653 3.068
O 3.761 -0.210 3.106
B 3.022 0.480 2.029
O 3.730 1.130 0.887
C 1.347 0.612 2.066
Br 1.208 1.792 3.728
C 0.671 1.605 0.902
O -0.644 1.070 0.514
P -0.881 -0.637 0.954
C -1.863 0.099 2.469
C -2.014 -0.945 3.719
N -1.091 -1.210 4.700
C -2.382 -0.468 -0.242
S -3.829 -1.583 0.066
O -4.116 -1.987 1.521
O -3.772 -2.883 -0.823
O -1.099 -2.304 1.391
N -0.940 -3.156 0.373
O -0.592 -4.238 0.842
B 0.477 -0.913 -0.424
N 1.728 -1.782 -0.231
O 0.425 -0.228 -1.765
O 0.548 -0.618 2.012
H 4.222 -2.198 3.775
H 2.363 -1.844 3.483
H 3.546 -2.071 1.976
H 4.708 0.908 0.949
H 1.385 2.018 0.063
H 0.406 2.592 1.494
H -1.477 1.178 2.768
H -2.973 0.291 2.071
H -3.060 -1.508 3.846
H -0.255 -0.628 4.484
H -2.112 -0.558 -1.378
H -2.767 0.653 -0.096
H -4.996 -0.890 -0.393
H 1.603 -2.484 0.530
H 1.900 -2.354 -1.101
H 1.314 -0.382 -2.233
C -0.889 2.691 -4.096
C 0.318 2.176 -4.833
O 1.152 1.464 -4.274
C 0.467 2.567 -6.279
H -0.865 2.330 -3.062
H -0.880 3.784 -4.085
H -1.801 2.323 -4.574
H 0.537 3.654 -6.365
H -0.384 2.193 -6.854
H 1.384 2.124 -6.682
```

## Properties
- HOMO (eV) = -5.52
- gap between HOMO and LUMO (Eh) = 0.290
- net charge = -1
- molar mass (g mol⁻¹) = 496.86

=====

# 6
An isolated molecule of C5H8O2, computed with ωB97M-V/def2-TZVPD.

```
15
C5H8O2 ωB97M-V/def2-TZVPD
O -2.652 -0.079 0.700
C -1.726 -0.851 0.196
C -0.854 -0.100 -0.787
C 0.548 0.045 -0.198
C 1.713 -0.590 -0.816
O 1.447 0.796 -1.002
C 0.526 0.373 1.275
H -2.644 0.840 0.340
H -0.057 -0.399 1.791
H -1.226 0.920 -1.023
H -0.820 -0.674 -1.719
H 2.589 -0.815 -0.205
H 1.595 -1.213 -1.703
H 0.036 1.341 1.439
H 1.526 0.407 1.711
```

## Properties
- HOMO (eV) = -8.82
- gap between HOMO and LUMO (Eh) = 0.353
- molar mass (g mol⁻¹) = 100.12
- energy relative to the best compared isomer or geometry (same formula, charge and spin) (kcal/mol) = 91.54

=====

Computed E, in the same sequence as the records: -516.04081, -3704.39124, -436.31065, -6260.33385, -4635.99959, -345.65907 Eh.